{"formula": "C10H28BaO10", "method": "wB97M-V/def2-TZVPD", "elements": ["Ba", "C", "O", "H", "H", "H", "H", "C", "O", "H", "H", "H", "H", "C", "O", "H", "H", "H", "H", "C", "O", "H", "H", "H", "H", "C", "O", "C", "O", "O", "C", "H", "H", "H", "H", "H", "H", "C", "O", "C", "O", "O", "C", "H", "H", "H", "H", "H", "H"], "coordinates": [[8.13421, -14.96001, -1.04561], [8.88585, -18.78813, -0.41343], [8.24274, -17.59328, 0.04730], [9.51015, -19.21042, 0.37171], [8.17395, -19.54811, -0.74087], [9.48579, -18.51825, -1.27891], [7.67386, -17.79215, 0.79903], [6.87571, -15.93548, -4.53211], [7.66584, -16.31992, -3.38561], [6.13661, -16.70527, -4.74464], [6.41296, -14.97152, -4.31696], [7.49633, -15.73696, -5.41012], [8.16859, -17.09365, -3.67651], [11.03163, -15.47075, -3.04458], [10.69975, -15.95738, -1.75587], [10.22475, -15.43430, -3.77675], [11.46380, -14.46445, -3.00501], [11.81179, -16.07292, -3.52160], [11.49542, -15.99743, -1.21676], [8.90970, -15.80926, 2.70641], [9.32005, -15.10860, 1.50742], [9.36780, -16.79678, 2.76339], [9.22665, -15.26247, 3.59335], [7.82537, -15.90963, 2.73716], [9.93985, -14.44705, 1.83118], [13.24089, -11.50250, -0.87486], [12.20503, -12.43475, -1.19058], [11.02835, -12.32367, -0.62009], [10.22340, -13.23046, -0.63706], [10.84141, -11.13763, -0.07771], [9.57687, -10.83063, 0.51255], [13.35886, -11.36462, 0.19612], [13.10438, -10.53852, -1.36658], [14.19023, -11.85640, -1.27463], [9.67556, -10.12145, 1.32395], [9.08955, -11.75756, 0.82097], [8.94006, -10.39235, -0.26064], [4.91678, -18.45941, -2.17892], [4.00064, -17.42780, -1.85859], [4.35090, -16.17004, -1.74385], [5.51195, -15.78553, -1.62209], [3.27967, -15.41983, -1.77228], [3.35006, -14.03396, -1.43592], [5.03170, -18.53775, -3.25916], [4.53439, -19.37530, -1.74197], [5.91274, -18.28385, -1.75914], [2.71492, -13.47747, -2.11820], [4.36710, -13.65141, -1.48217], [2.94959, -13.90597, -0.43064]], "lowdin_charge": [2.081, -0.097, -0.267, 0.097, 0.090, 0.078, 0.089, -0.091, -0.317, 0.091, 0.088, 0.098, 0.098, -0.144, -0.239, 0.074, 0.083, 0.102, 0.108, -0.100, -0.280, 0.090, 0.100, 0.086, 0.079, -0.005, 0.038, -0.605, -0.089, 0.024, 0.010, 0.108, 0.109, 0.108, 0.111, 0.082, 0.110, -0.005, 0.050, -0.590, -0.099, 0.057, 0.001, 0.104, 0.110, 0.077, 0.109, 0.080, 0.109], "lumo_ev": -5.670, "e_tot_ev": -31980.8513, "largest_force_ev_per_a": 2.05, "total_charge": 2, "homo_lumo_gap_ev": 11.01}

***

{"formula": "C3H8N3S", "method": "wB97M-V/def2-TZVPD", "elements": ["C", "C", "C", "N", "N", "N", "S", "H", "H", "H", "H", "H", "H", "H", "H"], "coordinates": [[-2.40453, -0.04325, 0.47966], [1.17750, 0.21848, -0.32359], [2.54504, 0.58484, -0.66705], [-1.73027, -0.55689, -0.45766], [-2.23123, 0.36894, 1.78847], [0.74285, -0.96807, -0.09658], [-3.85415, 0.83413, 0.99492], [0.42464, 0.94436, -0.35008], [2.54004, 1.62580, -1.05669], [2.99190, -0.16799, -1.26498], [3.18578, 0.65066, 0.25579], [-2.16499, -0.61551, -1.34158], [-2.26363, -0.36295, 2.43539], [1.56981, -1.54499, -0.05942], [-0.52874, -0.96755, -0.33659]], "lowdin_charge": [-0.703, -0.186, -0.033, 0.157, -0.122, 0.122, 0.969, 0.105, 0.109, 0.083, 0.126, 0.112, 0.065, 0.117, 0.079], "lumo_ev": -4.118, "e_tot_ev": -18537.2368, "largest_force_ev_per_a": 2.94, "total_charge": 1, "homo_lumo_gap_ev": 9.66}

***

{"formula": "C26H60Cl13NO12", "method": "wB97M-V/def2-TZVPD", "elements": ["C", "C", "C", "C", "N", "C", "C", "C", "C", "C", "H", "H", "H", "H", "H", "H", "H", "H", "H", "H", "H", "H", "H", "H", "H", "H", "H", "H", "H", "H", "Cl", "O", "O", "O", "O", "C", "Cl", "Cl", "Cl", "Cl", "C", "C", "O", "O", "H", "H", "H", "H", "H", "H", "C", "C", "O", "O", "H", "H", "H", "H", "H", "H", "C", "C", "O", "O", "H", "H", "H", "H", "H", "H", "C", "C", "O", "O", "H", "H", "H", "H", "H", "H", "Cl", "C", "C", "Cl", "H", "H", "H", "H", "Cl", "C", "C", "Cl", "H", "H", "H", "H", "Cl", "C", "C", "Cl", "H", "H", "H", "H", "Cl", "C", "C", "Cl", "H", "H", "H", "H"], "coordinates": [[-4.20068, -16.63471, 32.45646], [-4.21141, -17.08435, 30.97658], [-4.88530, -16.11951, 29.97224], [-4.62426, -16.69817, 28.59133], [-5.06060, -15.85422, 27.43237], [-4.55999, -16.57369, 26.19709], [-4.50052, -15.56037, 25.10234], [-4.07797, -14.24811, 25.79154], [-4.44943, -14.43608, 27.27066], [-6.55987, -15.73710, 27.40920], [-3.99795, -17.55791, 32.99783], [-5.16696, -16.20017, 32.70123], [-3.36367, -15.94189, 32.52670], [-4.64239, -18.08939, 30.93244], [-3.16612, -17.24743, 30.70603], [-4.35610, -15.16829, 30.08856], [-5.94296, -15.94979, 30.16606], [-5.21326, -17.62106, 28.52603], [-3.63463, -17.09844, 28.37737], [-5.22437, -17.40845, 25.98269], [-3.56002, -16.93316, 26.43654], [-5.46891, -15.44710, 24.60526], [-3.85063, -15.83610, 24.27332], [-4.48451, -13.41106, 25.23261], [-2.99750, -14.23104, 25.65899], [-5.09787, -13.70117, 27.73202], [-3.50783, -14.55598, 27.80344], [-6.81900, -15.37029, 26.41659], [-6.79178, -14.89477, 28.05493], [-6.98580, -16.71086, 27.62100], [-3.18594, -10.56689, 27.18117], [-2.01899, -10.00780, 27.84357], [-3.91270, -9.57240, 26.44363], [-2.74308, -11.56986, 26.25475], [-4.02848, -11.15857, 28.18883], [-6.11647, -20.60215, 27.66064], [-4.34884, -20.55900, 27.56452], [-6.66878, -19.62712, 29.07538], [-6.81714, -19.85491, 26.16534], [-6.63732, -22.25780, 27.77525], [-0.43256, -16.99929, 31.50905], [0.94553, -17.22068, 30.96701], [1.98992, -17.05984, 31.93190], [-0.86990, -18.16140, 32.22366], [-1.08081, -16.82580, 30.64360], [-0.52483, -16.21687, 32.26570], [1.04966, -16.53514, 30.11155], [1.09728, -18.17697, 30.45482], [2.79100, -16.93482, 31.41430], [-1.39907, -17.91871, 32.98381], [-5.23434, -11.58707, 21.40065], [-5.97091, -11.60090, 22.74256], [-6.76709, -10.45695, 22.94965], [-4.33571, -10.46100, 21.38355], [-5.79885, -11.33825, 20.49165], [-4.81988, -12.57555, 21.17612], [-5.18344, -11.71915, 23.50235], [-6.56609, -12.51970, 22.78188], [-6.27849, -9.76927, 22.46835], [-3.43113, -10.75466, 21.53441], [-0.40385, -13.20479, 29.12794], [-0.60755, -14.21702, 28.02251], [-1.50989, -15.21206, 28.52715], [-1.63468, -12.58670, 29.45856], [0.32325, -12.41193, 28.92816], [-0.00718, -13.65125, 30.04375], [0.31868, -14.64409, 27.63009], [-1.07024, -13.74603, 27.14640], [-1.84162, -14.80820, 29.34144], [-1.93736, -11.94930, 28.79878], [-2.69444, -11.94866, 33.14224], [-3.62672, -12.79517, 32.25845], [-2.91543, -13.76234, 31.53559], [-1.93240, -11.00426, 32.40112], [-2.05198, -12.56711, 33.76515], [-3.31244, -11.35798, 33.83458], [-4.10379, -12.06793, 31.58285], [-4.40448, -13.26254, 32.86247], [-2.27179, -13.30327, 30.95312], [-2.53473, -10.55952, 31.79400], [-8.06555, -13.06538, 25.65023], [-7.59868, -12.02415, 27.03553], [-7.10663, -10.68376, 26.59375], [-8.49755, -9.58155, 26.32617], [-6.73273, -12.51390, 27.49098], [-8.35384, -12.01978, 27.81083], [-6.44320, -10.69616, 25.73020], [-6.52355, -10.13988, 27.33769], [-2.32321, -15.80423, 19.81690], [-1.26044, -14.40803, 19.93702], [-0.95395, -13.97065, 21.37923], [-2.38241, -14.09641, 22.43338], [-1.74190, -13.57208, 19.43190], [-0.37658, -14.67788, 19.36449], [-0.64680, -12.92751, 21.37662], [-0.14994, -14.54676, 21.83028], [-7.48913, -13.04263, 30.71477], [-7.02940, -11.53492, 31.57132], [-6.80723, -10.39123, 30.57387], [-8.35204, -9.90119, 29.84602], [-6.10360, -11.81446, 32.06993], [-7.76288, -11.28948, 32.33319], [-6.20542, -10.75868, 29.74289], [-6.30686, -9.51666, 30.97989], [-6.10407, -15.44292, 21.64589], [-5.47279, -16.89384, 20.86024], [-4.48249, -17.65602, 21.71063], [-5.31083, -18.25013, 23.22690], [-4.95433, -16.57833, 19.95726], [-6.28559, -17.57787, 20.62412], [-3.73052, -17.00559, 22.14975], [-4.02312, -18.46839, 21.15590]], "lowdin_charge": [-0.081, -0.239, -0.154, -0.164, -0.227, -0.136, -0.204, -0.129, -0.038, 0.028, 0.069, 0.075, 0.051, 0.092, 0.085, 0.101, 0.107, 0.050, 0.125, 0.073, 0.140, 0.081, 0.068, 0.100, 0.095, 0.103, 0.105, 0.061, 0.082, 0.097, 0.633, -0.346, -0.331, -0.360, -0.375, -1.991, 0.538, 0.538, 0.493, 0.569, -0.236, -0.247, -0.055, -0.071, 0.089, 0.132, 0.109, 0.125, 0.081, 0.069, -0.240, -0.271, -0.056, -0.078, 0.124, 0.075, 0.111, 0.089, 0.090, 0.077, -0.203, -0.200, -0.096, -0.093, 0.134, 0.129, 0.119, 0.107, 0.054, 0.046, -0.232, -0.248, -0.093, -0.059, 0.121, 0.113, 0.105, 0.117, 0.052, 0.085, 0.592, -0.660, -0.657, 0.540, 0.029, 0.038, 0.059, 0.042, 0.597, -0.641, -0.614, 0.586, 0.071, 0.070, 0.072, 0.070, 0.549, -0.618, -0.630, 0.584, 0.026, 0.072, 0.036, 0.081, 0.592, -0.681, -0.611, 0.547, 0.032, 0.072, 0.016, 0.082], "lumo_ev": -0.503, "e_tot_ev": -216777.2614, "largest_force_ev_per_a": 1.75, "homo_lumo_gap_ev": 8.96}